64
Properties=species:S:1:pos:R:3 method="wB97M-V/def2-TZVPD" multiplicity=5 largest_force_ev_per_a=12.01 total_energy_ha=-2128.0195 lumo_ev="0.50 / -1.97"
Rh 0.34 0.67 -1.13
F 3.69 -0.03 -1.67
F 2.21 -0.96 -2.98
F 4.61 -1.96 0.21
F 3.30 -4.10 -0.96
F 1.63 -3.54 -2.27
F 3.24 -0.42 0.99
F 4.07 -2.02 -2.49
F 1.28 -3.90 -0.15
F 2.93 -2.52 1.51
O 1.16 -1.31 -0.57
O -1.26 -0.96 -1.99
O -5.91 -1.39 -4.41
C -1.06 0.16 2.59
C 3.11 -1.22 -1.98
C -1.45 -1.78 1.40
C 1.01 2.40 -1.85
C 3.32 -1.69 0.51
C -8.04 -2.55 -3.93
C -5.68 -1.72 -5.81
C -7.17 -1.68 -6.15
C 2.16 -3.37 -1.03
C -0.12 -1.83 1.90
C -7.99 -0.05 -4.30
C -3.35 -0.82 -3.12
C 0.13 -0.63 2.63
C -7.36 -1.40 -4.64
C -2.67 -0.66 -1.78
C -2.03 -0.55 1.82
C 2.37 -1.84 -0.75
C -0.59 2.18 -0.18
C -2.52 -1.93 -3.79
C -1.13 -1.70 -3.24
C 1.68 2.07 -0.63
C -0.40 2.47 -1.57
C 0.70 1.93 0.40
H -0.54 -1.08 -3.92
H -4.40 -1.06 -3.04
H 0.90 1.70 1.45
H -3.25 0.09 -3.71
H 1.07 -0.37 3.13
H -1.92 -2.55 0.80
H -7.60 -3.50 -4.23
H -7.60 -2.63 -6.48
H -1.55 2.16 0.36
H 0.57 -2.65 1.79
H -1.17 2.77 -2.28
H -2.89 -2.91 -3.46
H 2.77 2.06 -0.49
H -3.06 -1.39 -1.04
H -7.98 -2.42 -2.84
H -2.57 -1.90 -4.88
H -9.11 -2.57 -4.20
H -7.96 0.10 -3.21
H -7.47 0.77 -4.80
H 1.49 2.57 -2.82
H -3.05 -0.21 1.61
H -9.04 -0.05 -4.61
H -5.22 -2.71 -5.93
H -5.07 -0.94 -6.30
H -1.20 1.12 3.08
H -2.75 0.35 -1.36
H -7.48 -0.85 -6.79
H -0.59 -2.63 -3.02

=====

58
Properties=species:S:1:pos:R:3 method="wB97M-V/def2-TZVPD" smiles=CCOCCN1CCN(c2c3c(nc4cc(-c5ccc(F)cc5)nn24)CCC3)CC1 largest_force_ev_per_a=1.12 total_energy_ha=-1342.1052 lumo_ev=0.68
F -6.63 1.95 0.77
O -1.03 -2.68 -1.42
N 0.48 -2.80 1.10
N -0.34 1.22 0.64
N 1.98 -0.38 1.35
N 0.92 1.51 0.31
N 2.12 3.19 -0.91
C -1.92 -1.83 -2.11
C 3.19 2.50 -0.63
C -0.16 -1.59 1.60
C -1.10 2.19 0.12
C -3.05 -2.57 -2.83
C 1.52 -2.46 0.15
C -0.33 3.14 -0.56
C -1.58 -3.33 -0.29
C 3.21 1.29 0.09
C 4.63 0.81 0.25
C -4.49 1.10 1.27
C -0.45 -3.80 0.64
C 0.98 2.69 -0.44
C -2.55 2.15 0.29
C -4.75 3.00 -0.20
C 2.58 -1.60 0.86
C -3.12 1.17 1.11
C -5.29 2.02 0.62
C 4.59 2.90 -1.01
C 0.88 -0.67 2.25
C -3.38 3.06 -0.36
C 2.03 0.76 0.59
C 5.45 2.08 -0.04
H 5.58 2.65 0.89
H -2.95 3.82 -0.99
H 0.41 0.25 2.57
H -4.94 0.35 1.90
H 6.43 1.85 -0.44
H -1.30 -1.31 -2.84
H -5.40 3.70 -0.70
H -3.73 -3.03 -2.12
H -2.25 -2.64 0.25
H 4.82 0.40 1.24
H -2.64 -3.34 -3.48
H 4.74 3.97 -0.93
H 1.98 -3.38 -0.21
H -2.47 0.48 1.61
H -2.35 -1.09 -1.41
H 4.87 0.05 -0.50
H 1.32 -1.18 3.11
H -0.90 -1.88 2.35
H -0.64 4.02 -1.06
H 4.78 2.60 -2.05
H 0.12 -4.58 0.14
H -2.17 -4.20 -0.59
H 2.97 -2.15 1.72
H -0.93 -4.24 1.53
H 1.13 -1.90 -0.72
H 3.39 -1.38 0.17
H -0.65 -1.02 0.79
H -3.61 -1.86 -3.44

=====

66
Properties=species:S:1:pos:R:3 method="wB97M-V/def2-TZVPD" relative_energy_ev=0.360 largest_force_ev_per_a=2.38 total_energy_ha=-2576.9526 lumo_ev=-3.60 total_charge=+1
Pt -0.92 1.25 0.31
S 3.24 0.32 -1.35
P -1.44 3.11 -0.85
F -2.45 0.71 -0.79
O -3.15 2.63 4.58
O -0.79 -0.47 1.61
O -2.28 2.00 1.75
O 0.42 1.85 1.65
O -0.67 2.80 6.21
O 1.60 2.14 4.38
N 0.88 0.95 -0.73
N 1.95 -0.37 0.91
N 1.08 1.55 -1.94
N -0.35 -3.92 1.50
N -0.43 -2.69 0.85
C -0.59 -2.12 -1.51
C -0.74 2.56 5.05
C -0.72 -3.73 2.79
C 2.75 1.79 -3.73
C 1.35 -2.29 -2.92
C 2.61 0.72 -4.82
C -0.20 4.38 -0.59
C -1.59 2.84 -2.61
C -1.54 2.17 2.83
C -0.21 2.09 2.79
C 0.01 -1.97 -2.75
C -0.75 -1.73 1.77
C -0.61 -5.13 0.74
C 0.43 2.25 4.10
C 2.26 1.31 -2.41
C 1.52 -2.87 -0.59
C -0.88 -4.88 3.71
C 0.17 -2.55 -0.44
C -3.01 3.80 -0.31
C -0.94 -2.40 3.01
C 2.10 -2.75 -1.84
C -2.02 2.48 4.20
C 1.91 0.28 -0.25
H -0.22 -5.01 -0.27
H 1.56 0.44 -4.94
H -1.68 -5.35 0.69
H -0.65 2.50 -3.02
H 2.98 1.10 -5.77
H 2.16 2.68 -3.99
H -1.87 3.79 -3.06
H -1.19 -1.92 3.94
H 0.05 -5.46 3.77
H 3.17 -0.18 -4.56
H -1.67 -5.55 3.38
H 3.79 2.11 -3.64
H 1.27 -0.08 1.61
H 2.85 -0.63 1.27
H 0.77 4.01 -0.90
H -2.38 2.10 -2.79
H -0.16 4.64 0.47
H 1.81 -2.20 -3.90
H -3.00 3.99 0.76
H -1.63 -1.88 -1.37
H -3.15 4.74 -0.85
H -0.45 5.27 -1.17
H 2.09 -3.21 0.26
H -0.58 -1.63 -3.59
H -0.08 -5.96 1.21
H -3.81 3.10 -0.55
H 3.14 -3.01 -1.98
H -1.13 -4.52 4.71

=====

55
Properties=species:S:1:pos:R:3 method="wB97M-V/def2-TZVPD" smiles="Cc1c(C)n(Cc2ccccc2)c2ccc(C(=O)OCCCN(C)C)cc12" relative_energy_ev=1.319 largest_force_ev_per_a=0.65 total_energy_ha=-1153.2469 lumo_ev=0.70
O 3.24 -0.21 1.00
O 2.91 0.46 -1.12
N -2.82 -1.73 -0.13
N 6.70 3.04 -1.46
C -3.18 -1.29 -1.39
C 1.10 -0.52 0.01
C -2.10 -0.70 -2.00
C 4.36 2.35 -0.63
C -4.17 -1.40 1.91
C -0.72 -1.59 1.22
C -4.13 -0.03 1.73
C 2.51 -0.09 0.04
C -2.01 -0.10 -3.36
C -4.68 -1.92 3.09
C 5.80 2.81 -0.35
C -5.15 -1.07 4.08
C 6.20 3.98 -2.44
C -1.02 -0.75 -1.07
C 0.30 -0.32 -1.11
C -4.60 0.82 2.72
C -4.56 -1.49 -1.90
C 4.25 0.93 -1.18
C -5.11 0.30 3.90
C 0.58 -1.15 1.16
C -3.67 -2.35 0.84
C 7.28 1.87 -2.07
C -1.52 -1.39 0.10
H 8.16 2.18 -2.64
H 1.25 -1.27 2.00
H -4.71 -2.99 3.24
H -3.12 -3.17 1.32
H 5.42 3.56 -3.09
H -3.73 0.39 0.82
H -1.35 -0.70 -3.99
H 5.74 3.76 0.20
H -4.53 -2.79 0.32
H -5.29 -1.07 -1.21
H -4.57 1.89 2.57
H 7.03 4.29 -3.08
H 0.70 0.17 -1.98
H -1.10 -2.06 2.11
H 7.60 1.17 -1.30
H -5.54 -1.49 5.00
H 4.89 0.25 -0.59
H -2.99 -0.05 -3.84
H -4.68 -1.01 -2.87
H 6.60 1.34 -2.76
H 5.80 4.85 -1.93
H 6.28 2.08 0.31
H 3.82 2.38 0.32
H 4.52 0.87 -2.23
H -1.60 0.90 -3.30
H -5.48 0.96 4.67
H -4.78 -2.55 -2.02
H 3.87 3.04 -1.31